Here is the molecule C11H18N2O3 at a distorted geometry from OMol25. Energies are from wB97M-V/def2-TZVPD.

CARTESIAN COORDINATES (ANGSTROEM)
O 0.452993 -1.332489 0.026179
O 0.310556 1.421847 -0.037255
O 4.063902 0.617166 -1.144690
N 2.749805 -0.689822 -0.141543
N 2.574762 1.547421 0.453872
C 3.253115 0.582681 -0.194052
C -3.102427 4.019937 -1.094015
C 0.485772 -2.691503 0.381219
C 1.542471 -0.581509 0.714822
C -1.076610 -4.755831 0.339580
C -0.210372 2.740659 0.052342
C 1.334784 0.968802 0.834732
C -0.702442 3.304084 -1.237278
C -1.754692 -5.107773 1.391197
C -1.779321 4.326537 -1.117472
C -0.932018 -3.283957 -0.043515
H -3.854983 4.812856 -1.200460
H 2.014071 -1.033660 1.618037
H -1.084916 2.631886 0.726363
H -2.109998 -4.371067 2.043763
H 1.015174 1.131178 1.802037
H -1.353931 5.359668 -1.133743
H 0.608888 3.307211 0.571631
H -0.879258 -3.160763 -1.188977
H 1.324113 -3.247735 -0.107421
H -1.809226 -2.767182 0.486029
H 0.092045 3.900242 -1.743092
H 2.753581 -1.161272 -1.053619
H 2.620720 2.446829 -0.084349
H -1.036169 2.374111 -1.779610
H -0.721809 -5.572842 -0.234413
H 0.573622 -2.652936 1.494445
H -3.527641 3.075941 -1.110098
H -1.834561 -6.158714 1.709352

Cartesian forces (eV/Å) of the 3 atoms listed first:
1.8 2.3 1.5
0.1 -1.5 -1.5
0.5 2.9 1.7

Values from the calculation:
SMILES = C=CCCO[C@H]1NC(=O)N[C@H]1OCCC=C
F_max = 7.47 eV/Å
gap between HOMO and LUMO = 10.17 eV
energy relative to the best compared isomer or geometry (same formula, charge and spin) = 643.13 kJ/mol
HOMO = -9.4 eV
energy = -20817.46746 eV